# 1
{"formula": "C3H10N3", "method": "wB97M-V/def2-TZVPD", "homo_lumo_gap_ev": 10.1, "relative_energy_kcal_mol": 93.11, "e_homo_ha": -0.52808, "lumo_energy_ev": -4.248, "total_charge": 1, "symbols": ["N", "N", "N", "C", "C", "C", "H", "H", "H", "H", "H", "H", "H", "H", "H", "H"], "positions_angstrom": [[0.565, 0.032, 0.168], [-4.428, -0.033, -0.262], [-2.018, -0.027, -0.013], [-3.148, -0.079, -0.182], [1.472, 0.924, 0.216], [1.029, -1.349, 0.129], [4.477, 1.448, -0.079], [-0.442, 0.008, -0.135], [2.468, 0.786, 0.427], [5.088, 1.559, -0.475], [1.967, -1.564, 0.444], [1.098, -1.517, -0.848], [0.393, -1.914, 0.768], [1.150, 1.925, 0.050], [-4.808, -0.902, -0.503], [-4.863, 0.703, 0.296]], "nbo_charge": [-0.38, -0.82, -0.53, 0.57, 0.13, -0.43, -0.06, 0.47, 0.21, 0.06, 0.23, 0.23, 0.24, 0.21, 0.43, 0.45]}

=====

# 2
{"formula": "C22H41N4O8PS", "method": "wB97M-V/def2-TZVPD", "homo_lumo_gap_ev": 6.6, "relative_energy_kcal_mol": 194.58, "e_homo_ha": -0.28764, "lumo_energy_ev": -1.206, "total_charge": 0, "smiles": "C[C@H](O)CNCCO[C@H]1COS(=O)(=O)C[C@H]1OC(=O)c1ccccc1.CN(C)P(=O)(N(C)C)N(C)C", "symbols": ["S", "P", "O", "O", "O", "O", "O", "O", "O", "O", "N", "N", "N", "N", "C", "C", "C", "C", "C", "C", "C", "C", "C", "C", "C", "C", "C", "C", "C", "C", "C", "C", "C", "C", "C", "C", "H", "H", "H", "H", "H", "H", "H", "H", "H", "H", "H", "H", "H", "H", "H", "H", "H", "H", "H", "H", "H", "H", "H", "H", "H", "H", "H", "H", "H", "H", "H", "H", "H", "H", "H", "H", "H", "H", "H", "H", "H"], "positions_angstrom": [[0.696, 1.554, 3.093], [-2.976, 3.597, -3.068], [0.753, 2.290, 1.556], [-0.655, -1.859, -1.305], [-0.515, -0.258, 0.494], [2.128, 1.734, 3.716], [2.630, -0.321, -0.393], [-2.110, 3.436, -4.341], [-0.315, 2.299, 4.039], [7.177, -5.055, 0.207], [-3.971, 3.783, -1.604], [5.873, -2.444, 0.344], [-2.862, 1.910, -2.727], [-1.767, 4.507, -2.283], [-2.074, -3.200, 2.023], [-4.969, -3.538, 0.389], [-5.318, 4.205, -2.017], [2.057, 0.107, 0.892], [-1.660, 1.333, -2.130], [-1.756, 5.912, -2.688], [3.498, -1.501, -0.258], [-3.217, 1.060, -3.881], [-3.745, -2.576, -0.190], [5.264, -3.634, 1.062], [-1.302, 4.416, -0.911], [-4.114, 2.819, -0.517], [6.312, -4.851, 1.392], [4.935, -1.226, 0.487], [-3.310, -4.148, 2.566], [-4.741, -4.371, 1.798], [-1.126, -1.461, -0.093], [0.246, -0.261, 2.884], [1.883, 1.767, 0.773], [7.218, -4.502, 2.754], [0.655, -0.647, 1.309], [-2.283, -2.401, 0.594], [0.796, -1.831, 1.308], [5.655, -5.830, 1.564], [4.692, -3.340, 2.060], [-5.908, 4.566, -1.169], [-3.135, -4.745, 3.578], [-5.610, -5.075, 2.172], [6.622, -5.533, -0.486], [-2.559, 6.470, -2.189], [2.792, -0.042, 1.821], [1.642, 1.965, -0.379], [-0.348, 4.945, -0.790], [0.825, -0.899, 3.677], [-5.971, -3.646, -0.236], [-0.798, 6.394, -2.461], [-1.085, 3.398, -0.600], [2.881, 2.323, 1.064], [-1.907, 6.016, -3.770], [-2.009, 4.856, -0.198], [-3.163, 2.607, -0.026], [4.436, -4.077, 0.326], [4.788, -1.106, 1.663], [7.097, -3.327, 2.904], [6.779, -5.097, 3.666], [-4.573, 1.876, -0.840], [-1.615, 1.546, -1.060], [8.351, -4.809, 2.549], [6.783, -2.176, 0.826], [-4.076, 1.477, -4.418], [-3.920, -1.997, -1.206], [-5.854, 3.382, -2.501], [-4.749, 3.231, 0.277], [-0.745, 1.686, -2.608], [-1.671, 0.237, -2.173], [5.504, -0.268, 0.126], [2.900, -2.427, 0.199], [-0.941, -0.343, 2.990], [-5.252, 5.032, -2.731], [-3.507, 0.056, -3.548], [-1.066, -3.085, 2.617], [3.766, -1.844, -1.370], [-2.387, 0.961, -4.591]], "mulliken_charge": [1.22, 0.82, -0.31, -0.51, -0.04, -0.65, -0.33, -0.80, -0.66, -0.52, -0.03, -0.35, 0.18, 0.17, -0.12, -0.39, -1.11, 0.23, -0.70, -1.12, -0.29, -1.06, -0.30, -0.59, -0.50, -0.83, 0.12, -0.34, -0.42, -0.37, 0.37, -0.74, -0.69, -0.95, -0.19, 0.24, 0.44, 0.28, 0.26, 0.35, 0.26, 0.29, 0.32, 0.36, 0.27, 0.33, 0.43, 0.40, 0.29, 0.33, -0.20, 0.23, 0.33, 0.30, 0.10, 0.26, 0.27, 0.24, 0.26, 0.33, -0.12, 0.28, 0.30, 0.39, 0.27, 0.37, 0.42, 0.26, 0.37, 0.26, 0.12, 0.39, 0.38, 0.23, 0.24, 0.28, 0.37]}

=====

# 3
{"formula": "C27H73NO10", "method": "wB97M-V/def2-TZVPD", "homo_lumo_gap_ev": 8.5, "relative_energy_kcal_mol": 116.52, "e_homo_ha": -0.29761, "lumo_energy_ev": 0.391, "total_charge": 0, "smiles": "CC1(C)CCCC(C)(C)N1O.CCO.CCO.CCO.CCO.CCO.CCO.CCO.CCO.CCO", "symbols": ["O", "O", "O", "O", "O", "O", "O", "O", "O", "O", "N", "C", "C", "C", "C", "C", "C", "C", "C", "C", "C", "C", "C", "C", "C", "C", "C", "C", "C", "C", "C", "C", "C", "C", "C", "C", "C", "C", "H", "H", "H", "H", "H", "H", "H", "H", "H", "H", "H", "H", "H", "H", "H", "H", "H", "H", "H", "H", "H", "H", "H", "H", "H", "H", "H", "H", "H", "H", "H", "H", "H", "H", "H", "H", "H", "H", "H", "H", "H", "H", "H", "H", "H", "H", "H", "H", "H", "H", "H", "H", "H", "H", "H", "H", "H", "H", "H", "H", "H", "H", "H", "H", "H", "H", "H", "H", "H", "H", "H", "H", "H"], "positions_angstrom": [[25.180, 11.428, 13.703], [21.832, 13.847, 22.783], [24.865, 8.953, 18.693], [14.570, 17.041, 11.896], [22.952, 9.647, 13.544], [19.028, 14.907, 17.169], [17.472, 18.153, 11.104], [15.844, 10.537, 14.489], [20.708, 21.607, 18.457], [20.248, 20.652, 15.718], [20.347, 15.324, 16.968], [21.002, 14.288, 19.080], [18.393, 17.089, 11.237], [22.190, 19.672, 18.520], [18.094, 21.617, 15.758], [21.601, 11.441, 22.404], [19.808, 17.538, 10.906], [21.396, 14.456, 17.643], [16.234, 11.236, 15.704], [20.656, 9.701, 14.443], [24.082, 13.164, 12.331], [23.259, 15.613, 16.245], [15.754, 16.397, 13.688], [14.405, 17.064, 13.306], [23.970, 9.932, 18.132], [20.601, 15.024, 14.470], [22.082, 21.215, 18.378], [25.070, 11.907, 12.314], [19.749, 17.203, 15.530], [19.497, 21.681, 15.052], [22.816, 15.115, 17.624], [21.518, 13.085, 17.041], [22.142, 10.215, 14.592], [16.655, 12.603, 15.305], [22.143, 16.562, 15.682], [23.242, 10.331, 19.351], [22.471, 12.642, 22.550], [20.661, 15.937, 15.692], [16.783, 12.836, 14.248], [15.525, 16.276, 14.747], [16.059, 13.388, 15.771], [19.920, 10.008, 15.185], [20.348, 15.572, 13.562], [23.501, 14.770, 15.598], [23.725, 11.196, 19.807], [20.805, 15.288, 19.465], [20.973, 11.346, 23.290], [23.166, 19.194, 18.429], [22.191, 17.562, 16.111], [23.175, 12.434, 23.355], [16.553, 17.134, 13.608], [23.784, 10.124, 13.574], [22.003, 19.202, 19.485], [22.328, 21.398, 17.332], [21.835, 13.226, 16.008], [24.511, 11.148, 11.767], [13.549, 16.624, 13.818], [15.345, 11.142, 16.326], [22.239, 10.658, 19.079], [23.151, 12.803, 12.767], [20.515, 12.706, 16.846], [22.998, 12.798, 21.610], [16.602, 17.911, 11.430], [25.510, 8.744, 18.013], [20.335, 9.974, 13.437], [18.460, 16.823, 12.292], [23.612, 14.400, 17.832], [22.866, 15.976, 18.291], [13.758, 17.315, 11.465], [23.391, 9.407, 17.372], [17.315, 21.856, 15.034], [26.105, 11.295, 13.923], [21.906, 14.074, 19.650], [20.074, 18.344, 11.590], [26.034, 12.031, 11.820], [22.972, 9.510, 20.015], [17.123, 10.709, 16.051], [21.566, 19.237, 17.739], [19.474, 21.255, 14.049], [22.413, 16.715, 14.637], [22.536, 9.601, 15.402], [22.254, 10.568, 22.392], [24.385, 14.031, 12.918], [20.357, 21.238, 19.271], [22.021, 12.315, 17.627], [20.526, 16.725, 11.015], [20.479, 20.975, 16.592], [16.264, 9.674, 14.470], [20.106, 22.568, 15.228], [17.557, 12.941, 15.815], [23.952, 13.656, 11.367], [14.489, 18.080, 13.693], [21.498, 14.445, 14.252], [19.830, 17.784, 14.611], [16.058, 15.410, 13.340], [24.341, 10.852, 17.681], [19.896, 17.848, 16.396], [20.645, 8.614, 14.364], [19.811, 17.850, 9.861], [20.180, 13.578, 19.163], [24.120, 16.275, 16.335], [19.809, 14.277, 14.524], [17.981, 16.312, 10.594], [18.679, 17.001, 15.585], [22.671, 21.855, 19.035], [22.112, 11.303, 14.664], [18.063, 22.461, 16.446], [17.869, 20.696, 16.296], [18.773, 15.366, 17.973], [22.267, 14.426, 23.414], [20.965, 11.259, 21.538]], "mulliken_charge": [-0.51, -0.55, -0.55, -0.50, -0.64, -0.36, -0.58, -0.54, -0.52, -0.45, 0.61, -2.20, 0.57, -0.46, -0.98, -1.01, -1.17, 2.31, -0.29, -1.48, -0.80, -0.49, -0.78, -0.42, 0.09, -1.11, -0.63, -0.31, -1.88, -0.32, -1.49, -1.26, 0.82, -0.51, -1.07, -1.00, -0.08, 1.84, 0.36, 0.37, 0.33, 0.31, 0.11, 0.09, 0.19, 0.43, 0.36, 0.37, 0.17, 0.40, 0.06, 0.33, 0.43, 0.34, -0.09, 0.22, 0.42, 0.25, 0.31, 0.09, 0.33, 0.07, 0.26, 0.30, 0.39, -0.29, 0.44, 0.44, 0.27, 0.03, 0.36, 0.24, 0.38, 0.24, 0.44, 0.41, 0.24, -0.04, 0.21, 0.44, 0.04, 0.29, 0.24, 0.29, -0.09, 0.30, 0.24, 0.29, 0.32, -0.11, 0.41, 0.24, 0.02, 0.31, 0.37, 0.25, 0.34, 0.41, 0.38, 0.45, 0.48, 0.05, 0.30, 0.32, 0.34, -0.18, 0.32, 0.26, 0.30, 0.30, 0.24]}